Record 1
C2LiMnO4 | ωB97M-V/def2-TZVPD

Energy above the lowest of the compared OMol25 structures with the same formula, charge and spin (eV): 1.976
2S+1: 7
LUMO energy (alpha / beta) (eV): -0.68 / -2.92
Kohn-Sham gap (alpha / beta) (eV): 6.97 / 3.93

Element x y z (Å)
O (0.51, -0.38, 1.30)
Li (2.12, -0.25, 0.28)
O (-0.18, -2.49, 1.65)
O (1.87, -2.04, 0.85)
C (0.74, -1.68, 1.37)
C (0.26, 0.94, -0.95)
O (-0.30, 1.93, -1.11)
Mn (-2.93, 1.81, -2.29)

Atom charges from the Mulliken analysis, given in e for atoms 1 to 6:
1 O -0.773
2 Li 0.876
3 O -0.307
4 O -0.768
5 C 0.997
6 C 0.146

Record 2
C2MgO3 | ωB97M-V/def2-TZVPD

2S+1: 2
LUMO energy (alpha / beta) (eV): -6.37 / -7.20
Kohn-Sham gap (alpha / beta) (eV): 6.84 / 8.66
Total charge: +1

Element x y z (Å)
O (1.98, -0.40, -0.35)
C (2.91, -1.05, -0.44)
O (-1.24, 1.06, 0.92)
C (-2.05, 0.16, 0.57)
O (-1.87, -0.62, -0.36)
Mg (0.26, 0.84, -0.35)

Taken from the Mulliken analysis, the atomic charges in e are:
1 O 0.044
2 C 0.198
3 O -0.576
4 C 0.678
5 O -0.518
6 Mg 1.174

Record 3
C2N2OS | ωB97M-V/def2-TZVPD

Energy above the lowest of the compared OMol25 structures with the same formula, charge and spin (eV): 3.090
2S+1: 1
SMILES: O=C=NC#[N+][S-]
LUMO energy (alpha / beta) (eV): -1.47 / -1.61
Kohn-Sham gap (alpha / beta) (eV): 6.38 / 6.39

Element x y z (Å)
C (0.04, 0.81, 0.28)
C (-1.50, -0.74, -0.78)
N (-0.57, -0.15, -0.31)
N (1.66, 0.36, 0.65)
O (-2.35, -1.37, -1.27)
S (2.72, 1.10, 1.43)

Taken from the Mulliken analysis, the atomic charges in e are:
1 C -0.107
2 C 0.530
3 N 0.040
4 N -0.106
5 O -0.355
6 S -0.003

Number 1: E_tot -41786.0493 eV. Number 2: E_tot -13652.4668 eV. Number 3: E_tot -17931.2999 eV.